A cluster of 19 separate species, C63H144N19O19 in total. Source: the OMol25 dataset; level of theory: ωB97M-V/def2-TZVPD.

```
245
Properties=species:S:1:pos:R:3:forces:R:3:lowdin_charge:R:1
C 0.690308 -0.777504 -2.344647 -0.2 -1.5 0.0 -0.0575
C 0.465648 -1.096754 -0.818147 -0.4 3.2 0.4 -0.4764
C 1.441438 -0.136084 -0.029297 0.6 0.6 -1.0 -0.1618
C 1.043448 1.347106 -0.048807 -1.2 -0.6 -0.4 -0.1891
C -0.417622 1.519496 0.403103 1.0 0.3 -0.3 -0.1648
C -1.429682 0.598676 -0.301837 1.0 0.0 -1.8 -0.5213
N -0.929182 -0.786404 -0.319757 -0.6 -2.3 0.7 -0.1799
O -1.936022 -1.771004 -0.810577 1.5 1.7 0.2 -0.3844
C -1.664962 1.122866 -1.768227 -0.2 0.9 -0.7 -0.0617
C -2.748512 0.796766 0.442553 0.1 -0.6 0.5 -0.0681
C 1.008658 -2.468734 -0.465577 -0.7 -0.9 -0.2 -0.0774
H 0.837348 0.239416 -2.708487 0.1 0.0 0.7 0.0490
H -0.156812 -1.176884 -2.902317 -0.2 -0.1 0.1 0.0689
H 1.543108 -1.377444 -2.662307 0.3 0.1 -0.2 0.0605
H 2.391088 -0.174774 -0.562927 0.3 -0.2 -0.3 0.0957
H 1.753408 -0.502764 0.948633 -0.8 0.0 0.4 0.1012
H 1.055568 1.725576 -1.070907 0.3 -0.2 -0.3 0.0876
H 1.727528 2.012876 0.477383 0.0 -0.2 0.4 0.0959
H -0.694652 2.536266 0.124663 -0.2 0.3 0.4 0.1015
H -0.419352 1.414866 1.488053 -0.5 -0.2 0.1 0.1076
H -0.827602 1.199046 -2.461847 0.5 -0.5 0.5 0.0397
H -1.990562 2.161536 -1.825217 -0.4 0.4 0.7 0.0589
H -2.415362 0.589566 -2.351847 -0.1 -0.5 0.5 0.0670
H -2.649322 0.360286 1.436413 -0.2 -0.6 0.0 0.0723
H -3.599712 0.386186 -0.100567 0.1 -0.2 0.2 0.0698
H -2.927372 1.845006 0.681853 0.1 0.3 -0.5 0.0658
H 0.805748 -2.681544 0.584023 0.0 0.1 0.1 0.0747
H 2.079448 -2.532724 -0.658997 0.2 0.4 0.2 0.0694
H 0.625628 -3.315704 -1.034787 -0.6 0.2 -0.1 0.0706
C -8.607542 -2.515624 1.254573 -0.3 0.3 0.8 -0.0019
C -9.474062 -2.791004 2.528543 0.7 -0.4 -0.7 -0.5168
O -10.331502 -3.665234 2.492683 0.5 0.7 0.3 0.0175
N -9.208052 -2.061154 3.663723 -0.7 -0.9 0.1 -0.0218
C -8.413832 -0.846064 3.787583 -0.8 -1.2 -0.4 -0.0772
H -9.119902 -1.743274 0.680953 -0.1 -0.1 -0.2 0.0766
H -8.497752 -3.422784 0.660343 -0.4 0.1 0.2 0.0792
H -7.604842 -2.123954 1.425713 0.0 0.0 0.4 0.0673
H -9.755102 -2.338254 4.466253 0.0 -0.1 -0.2 0.1289
H -8.633922 -0.362454 2.835853 0.9 0.8 0.4 0.0839
H -7.380672 -1.126054 3.993203 0.2 0.5 -0.4 0.0842
H -8.812632 -0.308384 4.647793 0.1 0.3 -0.3 0.0799
C -4.446222 -6.192024 2.591243 0.2 1.3 -0.7 0.0029
C -3.549862 -5.614894 3.666473 0.0 -0.9 -0.5 -0.5991
O -3.476062 -6.179114 4.725853 -0.2 -0.6 2.1 0.0320
N -2.724992 -4.624164 3.345543 0.6 2.2 -1.9 0.0106
C -1.751102 -3.935874 4.161923 0.1 -0.8 1.3 -0.0697
H -5.503812 -5.973934 2.739723 0.0 -0.6 0.7 0.0805
H -4.170342 -7.244384 2.523993 -0.5 0.1 -0.1 0.0867
H -4.292592 -5.661474 1.651543 0.4 -0.3 -0.3 0.0703
H -2.706592 -4.300734 2.388913 -0.3 -0.1 0.0 0.1374
H -1.625812 -2.870574 3.968163 -0.4 -0.2 -0.5 0.0853
H -0.772452 -4.410214 4.088733 0.1 0.0 -0.2 0.0769
H -2.042422 -4.045194 5.206553 -0.1 0.0 0.0 0.0782
C 1.467918 -3.200104 10.908413 -1.3 0.3 0.7 -0.0169
C 1.879008 -2.782724 9.518193 0.2 1.0 0.5 -0.5546
O 1.463108 -1.746204 9.022783 0.1 -0.4 -0.2 0.0333
N 2.858978 -3.553584 8.993693 -0.9 -0.7 0.5 -0.0063
C 3.455138 -3.414434 7.708173 1.0 -0.4 -0.9 -0.0793
H 0.434358 -2.923354 11.116423 -0.4 -0.3 -0.8 0.0796
H 1.867908 -2.534784 11.673563 1.1 -0.3 -0.1 0.0844
H 1.552918 -4.261954 11.139373 0.4 0.1 0.1 0.0746
H 3.028308 -4.409574 9.502333 0.1 0.2 -0.2 0.1313
H 4.532208 -3.479394 7.862433 0.2 0.8 -0.2 0.0824
H 3.112928 -2.539424 7.155573 0.2 0.2 0.5 0.0931
H 3.312298 -4.252474 7.025993 -0.7 -0.3 0.2 0.0781
C 6.697178 -3.496304 -4.908117 -1.2 0.8 -1.3 -0.0124
C 7.459028 -4.659924 -4.464667 0.1 -2.0 -1.6 -0.6019
O 7.528388 -5.724014 -5.105517 -0.2 1.1 0.9 0.0168
N 8.067648 -4.465874 -3.315917 1.2 -0.5 2.5 0.0074
C 8.661948 -5.539204 -2.520487 0.4 0.4 0.4 -0.0606
H 6.434868 -2.801164 -4.110577 0.2 0.0 -0.1 0.0839
H 5.780778 -3.868144 -5.366407 -0.1 0.1 0.1 0.0924
H 7.226958 -3.004144 -5.723727 0.1 0.2 0.1 0.0916
H 8.117288 -3.539504 -2.916577 -0.3 -0.2 -0.1 0.1376
H 8.712668 -5.219834 -1.479557 -0.1 0.3 0.0 0.0766
H 9.697438 -5.726264 -2.804867 -0.1 -0.3 -0.3 0.0799
H 8.072168 -6.455554 -2.496947 0.0 0.1 -0.6 0.0888
C 1.072108 10.459306 -3.304567 -1.3 0.3 -0.5 -0.0123
C 1.955318 9.412776 -2.628487 1.6 0.2 -2.8 -0.5418
O 3.051648 9.086476 -3.120347 -1.2 0.7 1.1 0.0113
N 1.420648 8.834396 -1.565167 -1.4 -0.4 1.4 -0.0074
C 2.132188 7.988316 -0.639417 0.3 -0.3 0.0 -0.0668
H 1.433218 11.477576 -3.448867 0.8 -0.2 0.6 0.0781
H 0.098038 10.576736 -2.829707 0.1 0.0 0.5 0.0651
H 0.766008 10.231016 -4.325487 0.5 -0.8 -0.1 0.0762
H 0.415308 8.860466 -1.471797 0.2 0.4 0.1 0.1389
H 2.613878 7.169766 -1.174257 0.3 0.1 0.1 0.0867
H 1.476358 7.540956 0.107473 -0.3 0.2 -0.3 0.0849
H 2.836948 8.602176 -0.078537 0.3 -0.2 -0.2 0.0870
C -3.748832 -5.396444 -5.142327 0.8 -0.2 0.4 -0.0130
C -5.044722 -4.706774 -5.390237 -1.1 -2.0 -2.1 -0.5734
O -5.838432 -5.192434 -6.218047 0.5 1.0 0.9 -0.0007
N -5.261392 -3.607724 -4.684307 0.1 0.9 0.3 0.0067
C -6.387472 -2.711424 -4.812897 -0.3 0.1 0.9 -0.0632
H -3.851052 -6.086504 -4.304797 0.0 0.1 0.2 0.0860
H -2.977802 -4.660264 -4.915067 0.2 -0.2 0.1 0.0796
H -3.437972 -6.023814 -5.977717 -0.2 0.3 -0.2 0.0835
H -4.589012 -3.373574 -3.967957 0.0 0.1 -0.1 0.1454
H -6.906112 -2.736954 -3.854537 -0.3 0.2 0.0 0.0795
H -7.120352 -2.970054 -5.577157 0.6 -0.3 -0.1 0.0856
H -6.023132 -1.692154 -4.941197 -0.1 0.0 -0.2 0.0800
C -4.605312 8.740696 -6.980977 -0.3 -0.1 -0.9 0.0036
C -4.683222 7.707976 -8.121187 -0.1 -0.6 1.6 -0.5724
O -4.511452 7.980256 -9.278457 0.3 1.1 -1.3 0.0417
N -4.962622 6.428476 -7.797227 -0.2 -1.3 0.1 -0.0091
C -5.169522 5.820036 -6.491617 0.5 0.7 -0.3 -0.0773
H -3.648702 8.728196 -6.458647 0.1 0.0 -0.2 0.0823
H -5.382052 8.659076 -6.220627 -0.1 -0.2 -0.2 0.0686
H -4.748982 9.658536 -7.551087 0.2 0.3 0.5 0.0780
H -5.082962 5.805576 -8.583107 0.2 0.3 -0.1 0.1358
H -6.014992 6.331056 -6.031037 0.0 -0.5 0.5 0.0783
H -4.265902 5.927636 -5.891627 -0.1 0.1 0.3 0.0836
H -5.299402 4.746686 -6.630047 -0.4 0.2 0.1 0.0868
C 7.788218 -2.019024 2.862693 0.7 0.3 0.5 0.0085
C 9.027378 -2.492384 3.648483 -0.2 -1.5 0.4 -0.5433
O 9.340048 -3.672324 3.788493 -0.6 0.2 -0.7 0.0113
N 9.769498 -1.567084 4.284453 0.1 0.6 0.5 -0.0018
C 10.914458 -1.878554 5.160973 0.4 1.1 -1.0 -0.0619
H 6.898108 -2.121484 3.483423 0.1 -0.3 0.1 0.0806
H 7.656148 -2.584494 1.940253 0.1 0.0 0.2 0.0807
H 7.858298 -0.951334 2.654783 0.1 0.0 -0.3 0.0668
H 9.415668 -0.621844 4.322273 0.2 -0.1 0.0 0.1280
H 10.742428 -1.531564 6.179843 -0.2 -0.4 0.1 0.0777
H 11.727908 -1.269474 4.766733 0.2 0.3 0.2 0.0701
H 11.337428 -2.880534 5.088703 -1.0 -0.1 0.1 0.0829
C 1.791968 3.154816 6.733483 -0.4 -0.7 0.0 -0.0089
C 1.190338 4.176256 7.671703 0.1 0.8 -1.8 -0.5715
O 0.832228 5.280526 7.276583 0.3 -0.3 0.8 0.0322
N 1.056718 3.694506 8.909953 -0.7 -0.6 1.2 -0.0103
C 0.803688 4.437736 10.126173 -0.1 0.4 0.0 -0.0704
H 1.032238 2.377926 6.647683 -0.1 -0.2 -0.2 0.0843
H 2.637778 2.643616 7.193243 0.2 0.2 -0.2 0.0780
H 1.995008 3.501176 5.720123 0.1 0.3 0.4 0.0855
H 1.252738 2.712326 9.040343 0.1 0.2 -0.1 0.1359
H 0.216128 5.347116 10.000083 0.4 0.1 -0.7 0.0829
H 1.792218 4.676636 10.518403 -0.3 0.3 0.6 0.0835
H 0.186688 3.887306 10.836403 0.4 -0.5 0.0 0.0789
C 4.610548 2.838426 -9.687477 0.3 -0.4 0.2 -0.0095
C 3.908708 2.908436 -8.324327 1.2 -1.3 0.1 -0.5620
O 3.808518 1.893706 -7.636297 -0.4 0.8 -0.5 0.0219
N 3.496938 4.127086 -7.962727 -0.6 1.0 0.3 0.0016
C 2.705918 4.421026 -6.760007 1.1 -0.2 0.2 -0.0493
H 4.803558 3.765346 -10.227527 -0.7 0.2 0.1 0.0662
H 4.025788 2.126996 -10.270597 0.0 0.2 -0.3 0.0815
H 5.609218 2.409796 -9.603587 -0.1 -0.3 0.4 0.0774
H 3.878638 4.880476 -8.516627 -0.4 0.0 0.2 0.1291
H 2.522268 3.483076 -6.235967 -0.4 0.0 -0.4 0.0841
H 1.813168 5.006636 -6.979477 0.0 -0.3 -0.1 0.0803
H 3.314978 4.972686 -6.043897 0.0 0.3 -0.1 0.0787
C 3.979858 -7.954794 2.106593 -0.1 0.6 -0.2 -0.0054
C 3.803538 -9.388434 2.510413 2.7 0.8 -1.8 -0.5984
O 4.534758 -10.196474 1.941763 -0.6 -0.6 0.4 0.0102
N 2.993108 -9.689204 3.490823 -1.9 -0.7 1.4 0.0169
C 2.113558 -8.822644 4.273413 0.2 -0.2 -0.1 -0.0657
H 3.659008 -7.222974 2.847943 -0.2 0.0 -0.2 0.0661
H 3.481378 -7.824114 1.146103 -0.3 0.3 0.1 0.0914
H 5.031238 -7.768514 1.887493 0.0 -0.3 0.2 0.0868
H 3.062798 -10.639954 3.824463 -0.1 0.0 -0.2 0.1457
H 1.210318 -9.378114 4.525813 0.3 -0.2 0.4 0.0836
H 1.699198 -7.951444 3.766043 0.6 0.0 -0.3 0.0838
H 2.704268 -8.523634 5.139283 -0.6 0.3 0.3 0.0847
C -5.655672 6.771996 -0.056017 0.2 0.8 0.5 -0.0070
C -4.422302 7.380586 0.639723 1.3 0.5 -2.8 -0.5142
O -3.561652 7.976126 -0.072237 -1.7 -1.2 2.0 -0.0248
N -4.274902 7.133756 1.946873 -0.4 0.3 -0.1 -0.0075
C -3.146022 7.538716 2.743693 -0.1 0.3 0.0 -0.0665
H -5.868532 7.386536 -0.930737 0.1 -0.1 0.1 0.0737
H -6.522392 6.805356 0.604123 -0.1 -0.2 0.0 0.0680
H -5.467212 5.749456 -0.383127 0.1 0.0 0.2 0.0824
H -5.050872 6.813826 2.508683 -0.1 -0.2 -0.5 0.1398
H -2.249932 7.756246 2.162493 -0.1 -0.7 -0.2 0.0825
H -3.075932 6.697566 3.433383 0.9 0.5 0.4 0.0904
H -3.348162 8.498276 3.219583 -0.1 -0.1 0.5 0.0831
C 11.034818 1.712066 -0.784197 -1.2 0.5 -0.4 -0.0048
C 9.664688 1.530126 -1.463307 -0.4 -0.9 -0.5 -0.5500
O 9.221108 0.427436 -1.751727 0.1 0.3 0.4 0.0275
N 8.991448 2.682006 -1.764617 1.1 0.1 -0.3 -0.0172
C 7.633278 2.752036 -2.346757 0.7 -0.8 1.0 -0.0479
H 11.510148 0.740396 -0.649947 0.0 0.3 -0.2 0.0827
H 10.883448 2.215746 0.170533 0.1 -0.2 0.1 0.0734
H 11.569288 2.421656 -1.415797 0.6 -0.3 0.0 0.0729
H 9.617378 3.473516 -1.722067 -0.7 0.3 -0.1 0.1190
H 7.013608 2.714276 -1.450827 -0.7 0.6 -0.5 0.0821
H 7.393308 1.837676 -2.889417 0.4 0.0 -0.1 0.0796
H 7.501888 3.613666 -3.001307 0.0 0.0 0.4 0.0827
C 2.483398 -2.816114 -10.533897 -0.2 1.4 1.1 0.0011
C 0.976598 -2.499034 -10.239147 -0.4 -3.0 -3.7 -0.5398
O 0.115258 -2.940174 -11.023397 0.8 0.7 0.9 -0.0064
N 0.670858 -1.821254 -9.160117 0.2 1.3 1.9 0.0100
C -0.662892 -1.509534 -8.662707 -0.4 0.2 0.3 -0.0546
H 2.800718 -3.785274 -10.918777 -1.0 -0.1 0.1 0.0764
H 3.018198 -2.640944 -9.600407 0.3 -0.1 0.0 0.0590
H 2.879728 -2.082824 -11.236257 -0.2 0.1 -0.1 0.0702
H 1.446008 -1.461974 -8.621457 -0.2 -0.1 0.1 0.1378
H -0.694162 -0.487794 -8.284337 0.2 0.1 -0.3 0.0799
H -0.958182 -2.109364 -7.801837 0.3 -0.4 0.0 0.0813
H -1.466072 -1.635624 -9.388727 0.5 0.0 -0.3 0.0850
C -10.733782 2.476256 -2.154807 0.0 0.7 -0.2 -0.0040
C -11.808862 1.852746 -3.007547 1.0 0.5 0.9 -0.6186
O -11.966482 0.669136 -2.973807 -0.6 -2.3 -0.2 0.0627
N -12.497332 2.664536 -3.806497 -0.6 0.8 -0.9 -0.0061
C -13.481382 2.199046 -4.807087 0.4 1.0 1.4 -0.0449
H -11.090232 2.716776 -1.153217 -0.1 -0.3 0.0 0.0820
H -10.423062 3.418416 -2.606357 0.3 0.0 0.1 0.0683
H -9.898882 1.777036 -2.108477 -0.1 0.2 0.1 0.0882
H -12.363232 3.658846 -3.690527 0.0 -0.3 -0.2 0.1289
H -13.420902 2.967026 -5.578217 -0.2 -0.6 -0.5 0.0790
H -14.461492 2.246806 -4.332547 -0.2 -0.2 -0.3 0.0778
H -13.269842 1.170276 -5.098627 0.2 0.3 -0.2 0.0867
C -8.782742 4.523186 7.253943 -0.1 0.1 0.0 -0.0015
C -7.376722 4.488996 6.706123 0.1 2.9 -1.7 -0.5914
O -6.945582 5.325326 5.888143 -1.0 -0.7 0.5 -0.0046
N -6.563722 3.591876 7.185233 2.4 -2.2 1.2 0.0127
C -5.116772 3.471406 6.766723 -1.7 -0.1 -0.6 -0.0268
H -8.957712 3.785626 8.037193 0.0 -0.1 -0.1 0.0701
H -9.496012 4.366106 6.444833 0.1 0.0 0.0 0.0849
H -8.967132 5.513966 7.669233 0.0 0.0 -0.1 0.0852
H -6.912102 3.022636 7.943323 0.4 -0.1 -0.2 0.1279
H -4.517722 4.336176 7.052043 0.0 -0.3 0.5 0.0842
H -5.086902 3.470016 5.677133 -0.2 0.1 0.0 0.0786
H -4.765792 2.481336 7.057703 0.2 0.4 0.5 0.0807
C -1.469872 -10.333724 -0.990977 -0.6 0.3 -0.1 -0.0065
C -2.281822 -11.541534 -1.467317 -2.8 0.0 3.0 -0.5289
O -3.463082 -11.696234 -1.037777 2.5 0.6 -1.2 -0.0177
N -1.683342 -12.517194 -2.141077 -0.2 -2.1 -1.9 0.0157
C -2.380162 -13.811844 -2.504467 0.4 0.6 0.9 -0.0454
H -1.439742 -9.590594 -1.787817 0.3 0.0 -0.1 0.0787
H -0.476432 -10.494094 -0.572087 0.1 -0.5 -0.5 0.0740
H -2.017642 -9.869154 -0.171087 -0.3 -0.2 -0.2 0.0761
H -0.810732 -12.367674 -2.627177 -0.1 0.2 0.3 0.1333
H -1.656012 -14.602974 -2.310037 -0.1 0.0 -0.2 0.0726
H -2.797392 -13.908414 -3.506817 0.5 0.5 -0.2 0.0746
H -3.239872 -13.990774 -1.858717 0.3 0.4 0.3 0.0735
C 7.315918 4.351806 3.326373 0.0 0.7 0.3 0.0016
C 8.002188 3.815816 4.586623 -0.4 -0.9 -1.2 -0.5734
O 7.744808 2.715306 5.003133 -0.7 -1.3 0.6 0.0472
N 8.926488 4.570686 5.186403 -0.1 1.4 -1.3 -0.0107
C 9.605028 4.262646 6.394343 1.2 0.1 0.8 -0.0872
H 6.550808 5.068426 3.624993 -0.2 0.0 0.2 0.0810
H 6.815738 3.582256 2.738393 0.3 -0.2 0.3 0.0827
H 7.969798 4.934296 2.677333 0.3 -0.1 0.0 0.0692
H 9.263528 5.309996 4.586453 0.2 0.2 0.6 0.1359
H 9.890608 5.215756 6.839463 -0.2 -0.1 0.4 0.0826
H 10.549178 3.735876 6.255823 0.1 -0.2 -0.4 0.0800
H 9.060238 3.636976 7.101333 -0.5 0.3 -0.3 0.0913
```
Positions in Å, forces in eV/Å.

Calculated values
energy = -4956.81790 hartree
total charge = -1
ΔE to the lowest compared entry with this formula, charge and spin = 974.0 kJ/mol
LUMO level = 1.15 eV
gap between HOMO and LUMO = 3.498 eV